Entry 1:
Entry from OMol25: one molecule with the formula C5H8N2 (ωB97M-V/def2-TZVPD).

The calculation puts the energy relative to the best compared isomer or geometry (same formula, charge and spin) at 7.2 kcal per mole. As for the structure (SMILES): Cc1cc(N)c[nH]1. Its HOMO-LUMO gap is 0.3211 hartree. Its highest occupied orbital energy is -0.2818 hartree. The electronic energy is -8294.686 eV. As for the net charge: 0.

XYZ file:
```
15
Properties=species:S:1:pos:R:3:forces:R:3:nbo_charge:R:1
C 2.357 -0.505 -0.037 0.0 0.0 0.0 -0.64
C 0.899 -0.141 0.011 0.1 0.1 0.1 0.14
C -0.246 -0.774 -0.400 0.2 -0.1 -0.2 -0.32
C -1.360 0.062 -0.131 0.4 0.0 -0.1 0.07
N -2.639 -0.401 -0.521 -0.1 0.1 0.2 -0.84
C -0.876 1.203 0.471 -0.1 -0.1 -0.1 -0.13
N 0.498 1.065 0.530 0.1 0.0 0.1 -0.51
H 2.816 -0.498 0.961 -0.2 0.0 -0.1 0.21
H 2.503 -1.506 -0.453 -0.1 0.2 0.1 0.23
H 2.946 0.188 -0.655 -0.2 -0.1 0.1 0.22
H -0.380 -1.718 -0.908 0.4 0.0 0.1 0.22
H -3.331 0.296 -0.753 0.1 0.0 0.3 0.37
H -2.973 -1.114 0.116 -0.3 0.3 -0.2 0.37
H -1.349 2.097 0.858 0.0 -0.2 -0.1 0.21
H 1.134 1.746 0.910 -0.1 0.0 0.0 0.40
```
Forces are in eV/Å.


Entry 2:
Entry from OMol25: one molecule with the formula C5H7NO in a non-equilibrium geometry (ωB97M-V/def2-TZVPD).

The calculation puts the energy relative to the best compared isomer or geometry (same formula, charge and spin) at 73.1 kcal per mole. As for the structure (SMILES): C1=N[C@H]2C[C@H]2CO1. Its HOMO-LUMO gap is 0.3438 hartree. Its highest occupied orbital energy is -0.3070 hartree. The electronic energy is -8833.032 eV. As for the net charge: 0.

XYZ file:
```
14
Properties=species:S:1:pos:R:3:forces:R:3:nbo_charge:R:1
C -0.734 1.106 1.160 -0.1 0.3 0.2 0.40
N -0.486 1.616 0.027 0.3 0.2 0.5 -0.49
C 0.169 0.820 -0.917 0.3 0.5 0.3 -0.02
C 1.351 -0.015 -0.651 0.4 0.2 -0.1 -0.42
C 0.095 -0.815 -0.719 -0.6 1.2 0.3 -0.36
C -0.529 -1.203 0.590 -0.2 0.1 -0.2 -0.10
O -0.484 -0.145 1.594 0.0 0.1 0.0 -0.52
H -1.179 1.723 1.936 -0.1 -0.1 0.0 0.17
H 0.112 1.197 -1.945 -0.4 -0.4 0.4 0.21
H 1.726 0.173 0.351 0.1 -0.5 -0.1 0.23
H 2.110 -0.116 -1.414 0.1 0.1 0.0 0.22
H -0.594 -0.553 -1.520 0.1 -2.1 -0.9 0.28
H -0.043 -2.054 1.090 0.0 0.3 -0.4 0.20
H -1.578 -1.466 0.432 0.0 0.0 0.1 0.19
```
Forces are in eV/Å.


Entry 3:
Entry from OMol25: one molecule with the formula C19H20ClN3O2 (ωB97M-V/def2-TZVPD).

The calculation puts the energy relative to the best compared isomer or geometry (same formula, charge and spin) at 35.9 kcal per mole. As for the structure (SMILES): C/C(Cc1ccccc1)=N\NC(=O)CNC(=O)Cc1ccc(Cl)cc1. Its HOMO-LUMO gap is 0.3410 hartree. Its highest occupied orbital energy is -0.3229 hartree. The electronic energy is -41115.930 eV. As for the net charge: 0.

XYZ file:
```
45
Properties=species:S:1:pos:R:3:forces:R:3:nbo_charge:R:1
C -1.998 -0.458 -1.826 0.2 -0.1 -0.1 -0.71
C -2.628 -1.174 -0.677 0.2 -0.1 -0.4 0.32
C -4.123 -1.079 -0.555 0.0 0.0 0.2 -0.49
C -4.512 0.343 -0.243 -0.1 0.0 -0.1 0.08
C -4.118 0.910 0.963 0.0 0.0 0.0 -0.25
C -4.443 2.221 1.262 0.0 0.0 0.1 -0.19
C -5.165 2.981 0.356 0.0 0.1 0.0 -0.22
C -5.560 2.424 -0.847 0.0 0.1 0.0 -0.20
C -5.232 1.112 -1.146 0.0 0.0 0.0 -0.25
N -2.039 -1.814 0.248 -0.6 -0.5 0.5 -0.29
N -0.678 -1.997 0.271 0.0 0.6 0.3 -0.48
C 0.115 -2.428 -0.730 0.4 -0.2 -0.1 0.64
O -0.240 -2.684 -1.863 0.0 -0.1 -0.1 -0.62
C 1.573 -2.607 -0.267 -0.3 -0.1 0.0 -0.31
N 2.162 -1.373 0.209 0.1 -0.1 -0.3 -0.61
C 1.993 -0.935 1.470 0.3 0.4 -0.1 0.70
O 1.299 -1.522 2.279 -0.2 -0.2 0.4 -0.65
C 2.707 0.371 1.804 -0.1 -0.1 0.1 -0.52
C 3.965 0.584 1.018 0.1 0.2 0.0 -0.05
C 5.129 -0.094 1.364 -0.1 0.1 -0.1 -0.15
C 6.291 0.069 0.634 0.0 0.0 0.0 -0.23
C 6.293 0.920 -0.461 -0.2 0.0 0.1 -0.05
Cl 7.743 1.132 -1.378 0.1 0.0 -0.1 0.01
C 5.145 1.604 -0.825 0.2 0.0 -0.1 -0.22
C 3.988 1.431 -0.086 0.0 -0.1 0.2 -0.22
H -1.659 -1.180 -2.571 0.0 0.1 0.0 0.27
H -2.700 0.237 -2.280 0.0 0.1 0.0 0.22
H -1.116 0.086 -1.486 0.1 0.0 0.0 0.22
H -4.451 -1.741 0.248 0.0 0.0 -0.1 0.24
H -4.581 -1.397 -1.494 0.0 0.0 0.0 0.22
H -3.553 0.313 1.663 0.1 -0.1 0.1 0.22
H -4.133 2.651 2.203 0.0 0.0 0.1 0.21
H -5.419 4.005 0.589 0.0 0.1 0.0 0.21
H -6.124 3.012 -1.556 0.0 0.0 -0.1 0.21
H -5.546 0.683 -2.088 0.0 -0.1 -0.1 0.21
H -0.306 -2.021 1.220 0.0 0.0 -0.3 0.43
H 1.592 -3.334 0.551 0.1 0.0 -0.1 0.23
H 2.155 -2.985 -1.107 -0.1 0.0 0.1 0.23
H 2.699 -0.820 -0.441 0.0 0.0 0.1 0.41
H 2.914 0.354 2.876 -0.1 0.0 -0.1 0.25
H 1.994 1.178 1.616 0.0 0.0 0.1 0.24
H 5.124 -0.755 2.218 0.0 -0.1 0.1 0.21
H 7.191 -0.457 0.910 0.1 0.0 0.0 0.23
H 5.157 2.267 -1.676 0.0 0.1 -0.1 0.23
H 3.095 1.970 -0.368 -0.1 0.1 0.0 0.22
```
Forces are in eV/Å.